{"formula": "C31H49N2O2P2Tc", "method": "wB97M-V/def2-TZVPD", "homo_energy_ev": [-14.56, -15.36], "multiplicity": 4, "total_charge": 3, "molar_mass_da": 641.69, "symbols": ["C", "C", "C", "C", "C", "H", "H", "H", "N", "P", "P", "C", "H", "H", "C", "H", "C", "C", "C", "C", "C", "H", "H", "H", "C", "H", "H", "H", "C", "H", "H", "H", "C", "H", "H", "H", "C", "H", "H", "H", "C", "H", "H", "H", "C", "H", "H", "H", "C", "H", "H", "H", "C", "H", "H", "H", "C", "H", "H", "H", "C", "H", "H", "H", "C", "H", "H", "H", "Tc", "C", "O", "N", "C", "C", "C", "C", "C", "H", "C", "H", "C", "H", "H", "H", "O", "H", "H"], "positions_angstrom": [[2.2580, 0.2466, 1.1310], [1.6805, 2.0630, -0.2859], [3.5890, 0.6482, 1.1449], [2.9809, 2.5982, -0.1213], [3.9336, 1.8763, 0.5656], [4.3104, 0.0140, 1.6577], [3.1864, 3.5450, -0.6123], [4.9520, 2.2529, 0.6625], [1.3171, 0.9532, 0.4556], [0.0053, -0.6025, 2.4155], [-0.7714, 1.6876, -1.6198], [1.7425, -0.9823, 1.8546], [1.7220, -1.8503, 1.1782], [2.3917, -1.2599, 2.6937], [0.7349, 2.5200, -1.2233], [0.9975, 3.4257, -1.7780], [-0.2331, 0.9794, -3.3703], [-2.1085, 3.0310, -1.9703], [-0.7466, -2.2821, 2.8481], [0.3583, 0.4446, 3.9725], [-1.1427, -0.2143, -3.6762], [-2.2021, 0.0699, -3.7057], [-0.8754, -0.6166, -4.6651], [-1.0200, -1.0182, -2.9460], [-0.3188, 2.0037, -4.5095], [-1.3326, 2.3530, -4.7203], [0.3396, 2.8628, -4.3333], [0.0415, 1.5155, -5.4290], [1.2404, 0.5579, -3.3239], [1.4822, -0.0101, -4.2352], [1.9070, 1.4281, -3.2786], [1.4690, -0.0867, -2.4693], [-3.2304, 2.4204, -2.8281], [-3.6669, 1.5364, -2.3432], [-4.0287, 3.1701, -2.9357], [-2.9158, 2.1399, -3.8373], [-2.7471, 3.5300, -0.6694], [-3.3447, 2.7642, -0.1655], [-2.0050, 3.9330, 0.0288], [-3.4328, 4.3530, -0.9249], [-1.5076, 4.2748, -2.6333], [-1.0596, 4.0918, -3.6106], [-2.3237, 4.9959, -2.7915], [-0.7603, 4.7457, -1.9859], [-0.9269, 0.5258, 4.8139], [-0.7322, 1.2083, 5.6555], [-1.7667, 0.9392, 4.2390], [-1.2114, -0.4436, 5.2426], [0.7814, 1.8695, 3.5663], [1.7455, 1.8742, 3.0429], [0.0311, 2.3719, 2.9455], [0.8977, 2.4564, 4.4905], [1.5048, -0.1276, 4.8216], [1.5931, 0.5015, 5.7205], [1.3239, -1.1532, 5.1566], [2.4681, -0.0855, 4.2979], [-0.5652, -3.2740, 1.6900], [0.4903, -3.4668, 1.4658], [-1.0187, -4.2325, 1.9874], [-1.0611, -2.9390, 0.7735], [-2.2513, -2.0903, 3.0906], [-2.7618, -1.7228, 2.1904], [-2.6801, -3.0676, 3.3553], [-2.4564, -1.3999, 3.9153], [-0.0712, -2.8913, 4.0791], [1.0150, -2.9864, 3.9454], [-0.2904, -2.3474, 5.0045], [-0.4695, -3.9092, 4.2072], [-0.7399, 0.4657, 0.4558], [-1.8249, 1.5466, 1.5711], [-2.5302, 2.2026, 2.2555], [-0.2483, -1.2049, -0.5704], [0.5756, -1.6590, -1.3101], [1.1767, -2.7814, -1.9353], [0.4633, -4.0026, -1.9981], [2.4834, -2.7000, -2.4718], [1.0244, -5.0948, -2.6596], [-0.5186, -4.0842, -1.5228], [3.0198, -3.7942, -3.1459], [3.0472, -1.7770, -2.3336], [2.2914, -4.9871, -3.2484], [0.4750, -6.0365, -2.7138], [4.0154, -3.7162, -3.5855], [2.7271, -5.8383, -3.7765], [-2.9683, -0.7001, 0.1021], [-3.0872, -1.2681, -0.6839], [-3.8358, -0.2892, 0.2640]], "forces_ev_per_a": [[0.688, -0.396, 0.388], [-1.398, 0.105, -0.864], [-1.077, -0.781, 0.421], [0.599, -0.054, 0.101], [-0.094, 0.876, -0.541], [-0.084, 0.276, -0.125], [0.166, -0.125, 0.210], [-0.272, -0.066, -0.084], [-1.127, -0.549, -0.291], [1.391, -0.984, 1.685], [-0.275, 1.162, -1.949], [0.088, 0.057, -0.172], [-0.055, 0.323, 0.153], [-0.203, 0.108, -0.259], [1.321, 0.913, 0.792], [-0.122, -0.163, 0.252], [-0.333, -0.080, 0.372], [-0.041, 0.031, 0.016], [-0.090, 0.216, -0.005], [-0.253, -0.004, -0.025], [-0.007, -0.089, -0.315], [0.267, -0.112, -0.019], [-0.148, 0.070, 0.191], [-0.160, 0.097, -0.136], [0.034, 0.054, -0.243], [0.375, -0.074, 0.039], [-0.173, -0.200, -0.064], [-0.066, 0.061, 0.258], [0.007, -0.099, -0.065], [-0.112, 0.180, 0.121], [-0.117, -0.275, 0.037], [0.111, 0.164, 0.097], [-0.041, -0.063, -0.059], [0.021, 0.159, -0.073], [0.213, -0.217, 0.065], [-0.158, 0.082, 0.296], [0.007, -0.111, 0.227], [0.091, 0.065, -0.101], [-0.087, -0.055, -0.063], [0.227, -0.262, 0.087], [0.099, 0.143, -0.311], [-0.120, 0.113, 0.287], [0.251, -0.166, 0.097], [-0.193, 0.027, -0.101], [0.017, 0.114, 0.147], [-0.119, -0.181, -0.237], [0.154, -0.163, 0.260], [0.071, 0.330, -0.120], [-0.069, -0.022, -0.105], [-0.207, 0.079, 0.125], [0.210, 0.020, 0.160], [-0.032, -0.149, -0.315], [0.010, -0.165, 0.123], [-0.007, -0.172, -0.268], [0.150, 0.350, -0.044], [-0.198, 0.061, 0.211], [-0.005, -0.094, -0.148], [-0.120, -0.049, 0.086], [0.117, 0.305, -0.071], [-0.063, -0.053, 0.170], [-0.161, -0.022, 0.052], [0.145, -0.152, 0.269], [0.035, 0.264, -0.049], [0.001, -0.218, -0.195], [-0.020, -0.279, 0.186], [-0.240, 0.030, 0.118], [0.094, -0.147, -0.286], [0.093, 0.251, -0.005], [1.109, -0.485, -0.092], [-4.189, 4.421, 3.414], [2.895, -2.858, -2.616], [3.579, -1.580, -3.475], [-3.443, 0.283, 3.284], [1.272, -0.422, -0.916], [-0.487, 2.074, 0.904], [-2.002, 1.546, 1.423], [1.653, -1.506, -1.267], [0.307, 0.035, -0.179], [0.572, -2.010, -0.913], [-0.049, -0.230, -0.164], [-0.186, -0.319, 0.038], [0.134, 0.243, -0.022], [-0.236, -0.077, 0.059], [-0.191, 0.269, 0.178], [-0.001, 0.057, -0.431], [0.026, 0.355, 0.402], [0.233, -0.092, -0.016]], "mulliken_spin": [0.004, 0.062, -0.040, -0.063, 0.028, 0.001, 0.001, -0.001, -0.075, -0.131, -0.124, 0.013, 0.000, -0.002, -0.156, 0.019, 0.008, -0.014, 0.002, 0.006, 0.001, -0.001, -0.003, 0.004, -0.002, 0.000, 0.000, 0.000, -0.044, -0.002, -0.001, 0.053, -0.001, 0.000, 0.000, 0.000, 0.001, 0.003, -0.002, -0.001, 0.003, 0.000, 0.000, 0.000, -0.006, 0.000, 0.001, -0.001, -0.001, -0.001, 0.015, -0.001, 0.001, -0.001, 0.000, 0.000, -0.010, -0.002, 0.000, 0.008, 0.008, 0.005, 0.000, -0.002, 0.003, 0.001, 0.000, -0.001, 2.208, -0.065, 0.127, -0.074, 0.322, -0.010, 0.170, 0.236, 0.234, 0.013, 0.247, 0.021, -0.005, -0.002, -0.002, 0.009, 0.008, -0.004, 0.004]}